{"formula": "C13H19N2Na", "method": "ωB97M-V with the def2-TZVPD basis set", "homo_energy_ev": -5.2, "charge": 0, "lumo_ev": -0.17, "e_above_lowest_kj_mol": 0.0, "symbols": ["Na", "C", "C", "C", "C", "C", "C", "C", "H", "H", "H", "H", "H", "H", "H", "C", "C", "N", "C", "C", "N", "C", "C", "H", "H", "H", "H", "H", "H", "H", "H", "H", "H", "H", "H"], "xyz": [[5.0436, 6.2579, 10.7031], [5.5039, 8.7571, 11.3661], [4.4878, 8.7844, 10.4427], [3.1491, 8.4239, 10.7433], [2.1741, 8.4473, 9.7467], [2.4971, 8.7698, 8.4405], [3.7989, 9.1519, 8.1174], [4.7861, 9.1546, 9.0864], [5.4149, 8.5783, 12.4396], [6.5471, 8.9269, 11.1187], [2.9214, 8.1959, 11.7716], [1.1271, 8.2314, 9.9744], [1.6940, 8.8113, 7.7183], [3.9959, 9.5068, 7.1021], [5.7945, 9.4215, 8.8218], [5.8206, 3.0988, 10.7505], [5.5036, 1.6490, 10.3849], [4.2366, 1.4662, 9.6084], [3.2041, 2.0953, 10.4714], [3.4707, 3.5596, 10.8345], [4.7699, 4.0490, 10.2537], [4.7011, 3.8164, 8.7646], [4.4157, 2.3598, 8.4274], [6.8070, 3.3777, 10.3122], [5.8856, 3.1784, 11.8457], [5.4212, 1.0359, 11.2913], [6.2889, 1.2035, 9.7547], [3.1847, 1.4734, 11.3766], [2.2200, 1.9955, 9.9689], [3.5202, 3.7052, 11.9263], [2.6462, 4.1925, 10.4581], [5.6667, 4.1408, 8.3381], [3.9182, 4.4548, 8.3140], [5.2522, 1.9509, 7.8333], [3.5060, 2.3008, 7.8219]], "forces_ev_per_angstrom": [[-0.0048, 0.9763, 0.0911], [1.8026, -1.0218, 1.5665], [0.2469, 0.2287, -0.6280], [-0.4880, 0.0123, -0.6426], [0.0866, -0.1904, 0.4349], [-0.6976, 0.1784, -0.2200], [0.3050, 0.1302, 0.1881], [-0.9221, -0.3089, -0.5875], [-0.6350, 0.1272, -0.1947], [-0.1564, 0.3488, -0.4087], [-0.2725, -0.0436, 0.2503], [0.3189, -0.0435, 0.1035], [0.0918, 0.0135, -0.2014], [0.1608, -0.2336, 0.2788], [0.2426, 0.1894, 0.0616], [0.3837, 0.6708, -0.0433], [-0.1780, -1.5527, -0.5515], [0.7802, 2.4373, 0.6186], [-0.7200, -1.2055, -0.1776], [0.1805, 0.8207, -0.0804], [-0.3035, -1.6550, -0.5289], [0.1272, 1.0271, 0.3619], [-0.1071, -1.2298, -0.5649], [-0.6990, 0.0675, 0.3536], [0.0186, 0.2504, -0.3152], [0.0400, 0.0724, -0.1955], [-0.0647, 0.1955, 0.3229], [-0.2238, 0.1785, -0.1508], [0.5204, 0.0127, 0.2601], [0.0032, -0.0834, -0.3474], [0.4778, -0.0965, 0.1070], [-0.3471, -0.0990, 0.1947], [0.3369, -0.0710, 0.4527], [-0.4345, 0.0319, 0.1644], [0.1306, -0.1348, 0.0279]]}